Record 1
Entry from the OMol25 dataset: a molecular structure, C40H69BBaN7Si (ωB97M-V with the def2-TZVPD basis set).

Cartesian coordinates (Å):
Ba: 0.158 0.463 -1.448
C: 1.518 3.375 1.384
C: 2.413 2.136 1.436
C: 3.752 2.467 2.086
C: 1.717 1.006 2.138
C: 1.806 0.607 3.481
C: 0.970 -0.489 3.587
C: 0.734 -1.317 4.823
C: 2.001 -2.092 5.198
C: 0.271 -0.438 5.989
N: 0.425 -0.706 2.366
N: 0.873 0.222 1.480
B: -0.462 -1.901 1.928
N: -1.889 -1.475 1.506
N: -2.172 -0.870 0.315
C: -3.488 -0.750 0.261
C: -4.082 -1.242 1.435
C: -3.032 -1.702 2.204
C: -3.133 -2.276 3.593
C: -4.197 -3.373 3.659
C: -3.442 -1.162 4.601
C: -4.203 -0.165 -0.924
C: -4.256 1.363 -0.841
C: -3.597 -0.621 -2.249
N: 0.254 -2.767 0.852
N: 0.569 -2.319 -0.389
C: 1.243 -3.281 -0.993
C: 1.380 -4.392 -0.142
C: 0.735 -4.023 1.025
C: 0.508 -4.849 2.260
C: 1.510 -5.999 2.346
C: -0.932 -5.376 2.296
C: 1.775 -3.068 -2.384
C: 3.054 -2.217 -2.358
C: 2.019 -4.390 -3.105
H: 2.014 4.192 0.853
H: 1.271 3.713 2.395
H: 0.580 3.161 0.869
H: 2.602 1.818 0.407
H: 3.606 2.898 3.082
H: 4.295 3.196 1.480
H: 4.375 1.575 2.189
H: 2.409 1.042 4.264
H: -0.050 -2.043 4.617
H: 2.816 -1.402 5.434
H: 2.330 -2.726 4.371
H: 1.824 -2.726 6.072
H: 1.058 0.264 6.279
H: 0.025 -1.053 6.860
H: -0.611 0.143 5.717
H: -0.584 -2.605 2.880
H: -5.136 -1.279 1.672
H: -2.178 -2.718 3.872
H: -5.196 -2.954 3.505
H: -4.183 -3.860 4.638
H: -4.032 -4.133 2.894
H: -4.429 -0.736 4.401
H: -2.710 -0.356 4.524
H: -3.432 -1.545 5.626
H: -5.226 -0.545 -0.869
H: -3.247 1.773 -0.933
H: -4.678 1.690 0.112
H: -4.857 1.779 -1.654
H: -2.658 -0.099 -2.449
H: -4.264 -0.386 -3.081
H: -3.411 -1.698 -2.245
H: 1.879 -5.327 -0.343
H: 0.654 -4.214 3.136
H: 1.360 -6.713 1.531
H: 1.380 -6.538 3.288
H: 2.538 -5.634 2.295
H: -1.089 -6.082 1.475
H: -1.648 -4.560 2.180
H: -1.140 -5.891 3.240
H: 1.014 -2.515 -2.947
H: 3.816 -2.713 -1.751
H: 2.883 -1.225 -1.931
H: 3.452 -2.081 -3.368
H: 2.845 -4.932 -2.636
H: 2.288 -4.212 -4.148
H: 1.134 -5.030 -3.079
C: 0.132 5.205 -2.109
N: -1.215 5.281 -1.560
C: -1.216 5.952 -0.274
C: -1.831 3.960 -1.478
C: -2.046 3.307 -2.832
C: -2.789 4.043 -3.762
C: -3.034 3.535 -5.029
C: -2.529 2.282 -5.363
C: -1.798 1.570 -4.420
C: -1.516 2.032 -3.116
H: 0.547 6.210 -2.208
H: 0.112 4.737 -3.093
H: 0.809 4.615 -1.469
H: -0.879 6.985 -0.391
H: -0.561 5.465 0.465
H: -2.229 5.967 0.134
H: -2.792 4.085 -0.967
H: -1.224 3.285 -0.842
H: -3.158 5.029 -3.489
H: -3.607 4.108 -5.749
H: -2.703 1.870 -6.353
H: -1.421 0.590 -4.735
C: 1.921 1.958 -5.058
Si: 3.275 2.108 -3.755
C: 3.985 3.843 -4.002
C: 4.628 0.898 -4.279
C: 2.690 1.759 -2.079
H: 2.245 2.319 -6.042
H: 1.032 2.529 -4.759
H: 1.606 0.912 -5.170
H: 4.452 3.959 -4.989
H: 4.735 4.068 -3.235
H: 3.189 4.596 -3.917
H: 5.022 1.153 -5.270
H: 4.245 -0.129 -4.324
H: 5.459 0.912 -3.565
H: 2.512 2.707 -1.538
H: 3.462 1.205 -1.516

Summary:
Total energy: -62284.142 eV
Charge: -1
HOMO: -4.18 eV
LUMO: 2.293 eV

Results of the Löwdin charge analysis, in e, for atoms 1 through 8: Ba 1.567; C -0.071; C -0.383; C -0.072; C -0.284; C 0.026; C -0.206; C -0.364

---

Record 2
Entry from the OMol25 dataset: a molecular structure, C32H37BBrFeN8O4S (ωB97M-V with the def2-TZVPD basis set).

Cartesian coordinates (Å):
Fe: -0.192 0.813 -0.054
C: 1.656 2.374 -4.307
C: 0.908 3.047 -3.150
C: -0.564 2.685 -3.164
C: 1.648 2.825 -1.854
C: 2.867 3.495 -1.619
C: 3.278 3.067 -0.390
N: 2.367 2.198 0.084
N: 1.349 2.037 -0.822
B: 2.628 1.367 1.338
N: 1.775 1.702 2.632
C: 2.218 1.493 3.877
C: 1.141 1.327 4.721
C: 0.001 1.437 3.916
N: 0.429 1.664 2.671
C: -1.405 1.123 4.352
C: -2.548 1.766 3.575
C: -1.551 -0.407 4.312
N: 2.391 -0.110 1.069
C: 3.190 -1.160 1.315
C: 2.476 -2.304 1.057
C: 1.204 -1.861 0.644
N: 1.172 -0.526 0.664
C: 0.049 -2.740 0.268
C: 0.468 -3.781 -0.769
C: -0.505 -3.420 1.522
H: 1.216 2.681 -5.259
H: 1.580 1.288 -4.236
H: 2.715 2.638 -4.315
H: 0.983 4.129 -3.312
H: -0.720 1.616 -3.019
H: -0.992 2.965 -4.130
H: -1.108 3.202 -2.378
H: 3.356 4.193 -2.277
H: 4.157 3.297 0.188
H: 3.768 1.539 1.686
H: 3.277 1.449 4.065
H: 1.157 1.134 5.780
H: -1.464 1.453 5.394
H: -2.520 1.468 2.529
H: -2.514 2.853 3.619
H: -3.493 1.419 3.999
H: -1.441 -0.749 3.280
H: -2.541 -0.700 4.668
H: -0.795 -0.902 4.923
H: 4.202 -1.008 1.652
H: 2.818 -3.322 1.132
H: -0.721 -2.104 -0.159
H: 1.228 -4.458 -0.366
H: 0.874 -3.307 -1.663
H: -0.394 -4.378 -1.070
H: 0.229 -4.108 1.951
H: -1.406 -3.989 1.282
H: -0.756 -2.680 2.286
O: -1.851 1.726 -0.786
N: -2.923 1.118 -0.556
N: -2.804 0.091 0.198
O: -1.648 -0.271 0.737
C: -3.964 -0.664 0.510
C: -5.196 -0.353 -0.061
C: -6.305 -1.106 0.279
C: -6.201 -2.166 1.173
C: -4.966 -2.470 1.724
C: -3.843 -1.724 1.396
H: -5.268 0.465 -0.761
H: -7.263 -0.866 -0.166
H: -7.074 -2.752 1.429
H: -4.867 -3.299 2.414
H: -2.869 -1.954 1.800
S: -0.695 3.619 1.403
C: -0.224 2.057 1.395
Br: 5.746 -1.245 -4.805
C: 3.946 -1.176 -4.181
C: 3.695 -0.741 -2.892
C: 2.379 -0.684 -2.452
C: 1.332 -1.056 -3.285
C: 1.616 -1.505 -4.570
C: 2.923 -1.564 -5.031
C: -0.125 -0.943 -2.828
O: -0.990 -1.392 -3.585
O: -0.300 -0.410 -1.698
H: 4.509 -0.444 -2.244
H: 2.154 -0.331 -1.456
H: 0.784 -1.793 -5.199
H: 3.147 -1.903 -6.034

Summary:
Total energy: -169839.090 eV
Charge: -1
HOMO: -4.84 eV
LUMO: 2.408 eV

Results of the Löwdin charge analysis, in e, for atoms 1 through 8: Fe 0.423; C -0.049; C -0.349; C -0.059; C -0.228; C -0.020; C -0.078; N -0.007

---

Record 3
Entry from the OMol25 dataset: a molecular structure, C17H19As2NO5W (ωB97M-V with the def2-TZVPD basis set).

Cartesian coordinates (Å):
W: -0.627 -0.217 -0.349
O: -1.221 -1.332 5.572
C: -1.110 -1.010 4.343
C: -1.717 0.138 3.733
C: -1.507 0.347 2.409
N: -0.752 -0.501 1.647
C: -0.185 -1.614 2.212
C: -0.323 -1.895 3.528
C: 0.541 -2.418 1.159
O: 1.209 -3.362 1.255
O: 0.252 -1.772 -0.099
C: -2.076 1.446 1.541
O: -2.839 2.283 1.797
O: -1.539 1.226 0.226
H: -1.751 -0.774 6.174
H: -2.334 0.818 4.313
H: 0.123 -2.773 3.986
C: 2.662 1.375 -2.633
As: 0.907 0.686 -2.053
C: -0.342 2.138 -2.612
C: 0.364 -0.742 -3.339
C: 1.254 -1.003 -4.376
C: 0.914 -1.887 -5.389
C: -0.313 -2.542 -5.364
C: -1.198 -2.313 -4.318
C: -0.882 -1.424 -3.299
As: -2.279 -1.220 -1.888
C: -2.888 -3.073 -1.597
C: -3.834 -0.500 -2.889
H: 2.536 1.783 -3.637
H: 3.419 0.592 -2.611
H: 2.952 2.171 -1.945
H: -0.495 2.074 -3.689
H: 0.126 3.100 -2.388
H: -1.303 2.103 -2.101
H: 2.214 -0.506 -4.418
H: 1.611 -2.061 -6.199
H: -0.586 -3.228 -6.156
H: -2.151 -2.829 -4.310
H: -3.534 -3.350 -2.431
H: -3.486 -3.122 -0.687
H: -2.046 -3.761 -1.532
H: -3.777 -0.935 -3.887
H: -3.834 0.585 -2.955
H: -4.739 -0.842 -2.388

Summary:
Total energy: -153120.702 eV
Charge: +4
HOMO: -21.97 eV
LUMO: -16.427 eV

Results of the Löwdin charge analysis, in e, for atoms 1 through 8: W 1.469; O 0.269; C -0.182; C 0.176; C -0.108; N -0.045; C -0.105; C 0.186

---

Record 4
Entry from the OMol25 dataset: a molecular structure, C14H39BN4O6PS (ωB97M-V with the def2-TZVPD basis set).

Cartesian coordinates (Å):
C: 0.060 2.012 1.112
O: 0.859 1.075 0.349
B: 0.311 -0.133 0.276
O: -0.758 -0.358 -0.515
P: 1.002 -1.640 1.311
S: 2.694 -2.483 0.485
N: -0.230 -2.785 1.481
C: -0.868 -2.686 2.527
O: -1.411 -2.523 3.522
H: -0.891 2.220 0.630
H: -0.095 1.651 2.128
H: 0.600 2.946 1.181
H: -1.425 -0.897 -0.075
H: 1.330 -1.171 2.600
H: 2.957 -3.626 1.164
C: -1.557 4.946 -4.137
C: -1.268 3.477 -3.851
C: -2.332 2.796 -2.976
O: -2.263 3.123 -1.597
C: -2.875 4.354 -1.244
N: 0.074 3.363 -3.266
H: -1.333 5.587 -3.284
H: -0.942 5.295 -4.966
H: -2.602 5.096 -4.413
H: -1.262 2.954 -4.811
H: -2.164 1.716 -3.025
H: -3.343 2.975 -3.362
H: -3.760 4.557 -1.852
H: -2.166 5.180 -1.327
H: -3.181 4.286 -0.199
H: 0.312 2.379 -3.174
H: 0.016 3.692 -2.306
C: -6.040 0.300 3.865
C: -4.823 -0.557 3.536
C: -5.069 -1.572 2.408
O: -5.811 -2.708 2.784
C: -7.220 -2.527 2.808
N: -4.356 -1.207 4.765
H: -6.781 -0.244 4.450
H: -5.742 1.166 4.455
H: -6.522 0.666 2.957
H: -4.033 0.121 3.191
H: -4.093 -1.961 2.089
H: -5.518 -1.092 1.528
H: -7.555 -1.843 2.024
H: -7.549 -2.168 3.785
H: -7.681 -3.499 2.641
H: -3.487 -1.695 4.570
H: -5.010 -1.956 4.980
C: 7.727 -2.782 -2.949
C: 6.509 -2.103 -2.333
C: 6.852 -1.079 -1.241
O: 7.214 -1.644 0.005
C: 8.565 -2.072 0.101
N: 5.592 -3.136 -1.836
H: 8.148 -3.547 -2.297
H: 7.452 -3.275 -3.881
H: 8.509 -2.055 -3.176
H: 6.002 -1.558 -3.135
H: 5.951 -0.491 -1.038
H: 7.617 -0.372 -1.581
H: 9.237 -1.422 -0.466
H: 8.671 -3.105 -0.235
H: 8.850 -2.033 1.151
H: 4.737 -2.686 -1.521
H: 6.001 -3.512 -0.983

Summary:
Total energy: -54189.335 eV
Charge: +1
HOMO: -11.29 eV
LUMO: -4.816 eV

Results of the Löwdin charge analysis, in e, for atoms 1 through 8: C -0.002; O 0.038; B -0.781; O 0.208; P 0.732; S 0.599; N -0.052; C -0.359

---

Record 5
Entry from the OMol25 dataset: a single C10H20ClO3P molecule (ωB97M-V with the def2-TZVPD basis set).

Cartesian coordinates (Å):
C: -0.186 2.564 -1.553
C: -1.412 1.445 -1.338
C: -2.551 1.497 -2.514
C: -2.067 1.551 0.198
C: -1.623 0.115 0.931
C: -2.502 -0.193 2.299
C: -0.032 0.147 1.310
O: 0.563 -1.141 1.687
P: 0.442 -2.336 0.428
Cl: 0.299 -4.236 1.463
C: 2.007 -2.358 -0.661
C: 3.434 -2.409 0.134
C: 3.839 -1.048 0.952
O: 3.991 -1.120 2.304
O: 4.120 0.279 0.349
H: 0.851 2.004 -1.402
H: -0.320 3.462 -0.811
H: -0.228 2.911 -2.691
H: -0.860 0.393 -1.454
H: -3.361 2.302 -2.236
H: -3.107 0.471 -2.623
H: -2.062 1.726 -3.579
H: -3.226 1.630 0.030
H: -1.696 2.493 0.787
H: -1.925 -0.722 0.143
H: -3.046 -1.244 2.151
H: -1.746 -0.292 3.192
H: -3.359 0.587 2.467
H: 0.095 0.870 2.251
H: 0.591 0.667 0.441
H: 1.982 -1.420 -1.392
H: 1.940 -3.360 -1.304
H: 4.277 -2.551 -0.701
H: 3.569 -3.319 0.864
H: 3.310 0.635 -0.120

Summary:
Total energy: -38642.948 eV
Charge: 0
HOMO: -8.93 eV
SMILES: CC(C)C[C@H](C)COP(Cl)CCC(=O)O
LUMO: 0.173 eV

Results of the Löwdin charge analysis, in e, for atoms 1 through 8: C -0.108; C -0.385; C -0.125; C -0.139; C -0.344; C -0.095; C -0.254; O -0.451

---

Record 6
Entry from the OMol25 dataset: a single C4H10OS2 molecule (ωB97M-V with the def2-TZVPD basis set).

Cartesian coordinates (Å):
C: -0.501 -1.585 -1.428
C: -0.889 -0.417 -0.543
C: 0.165 0.622 -0.068
C: 1.531 0.035 0.333
S: -0.305 1.364 1.490
O: -0.487 0.333 2.433
S: 0.842 2.828 1.845
H: 0.191 -2.265 -0.996
H: -1.519 -2.040 -1.782
H: -0.106 -1.187 -2.334
H: -1.793 -0.020 -1.070
H: -1.336 -0.683 0.372
H: 0.150 1.613 -0.738
H: 1.358 -0.731 1.032
H: 2.102 -0.498 -0.475
H: 2.033 0.846 0.786
H: -1.435 1.784 1.144

Summary:
Total energy: -28025.787 eV
Charge: 0
HOMO: -9.45 eV
SMILES: CC[C@H](C)[S@@H](=O)=S
LUMO: 0.534 eV

Results of the Löwdin charge analysis, in e, for atoms 1 through 8: C -0.100; C -0.273; C -0.488; C -0.122; S 0.310; O -0.405; S 0.318; H 0.059

---

Record 7
Entry from the OMol25 dataset: a molecular structure, C29H55Br2ClFLi2N4O8PS (ωB97M-V with the def2-TZVPD basis set).

Cartesian coordinates (Å):
C: 1.583 4.428 -3.570
C: 2.208 3.125 -3.191
O: 3.349 3.071 -2.828
O: 1.450 2.004 -3.266
C: 1.377 1.271 -2.009
C: -0.043 0.680 -1.861
C: -0.750 1.091 -0.597
C: -0.742 0.233 0.487
C: -0.001 -1.077 0.467
O: -0.807 -2.270 0.496
C: -2.044 -2.178 -0.068
C: -2.154 -2.445 -1.547
O: -3.030 -1.958 0.559
C: -1.431 0.619 1.662
S: -1.414 -0.460 3.078
C: -2.061 1.854 1.708
P: -2.967 2.249 3.289
N: -4.101 1.201 3.565
C: -1.996 2.727 0.597
C: -2.601 4.076 0.711
C: -4.126 4.121 0.352
C: -4.411 5.478 -0.279
O: -4.446 3.020 -0.446
N: -1.367 2.308 -0.527
C: -1.290 3.149 -1.725
C: -2.248 2.742 -2.891
O: -3.153 1.725 -2.520
C: -2.923 3.977 -3.549
N: -4.105 3.652 -4.331
H: 0.647 4.325 -4.111
H: 2.295 4.985 -4.170
H: 1.406 5.022 -2.676
H: 1.638 1.934 -1.189
H: 2.089 0.457 -2.093
H: -0.611 0.951 -2.742
H: 0.047 -0.391 -1.905
H: 0.728 -1.123 -0.331
H: 0.593 -1.094 1.377
H: -1.251 -2.141 -2.069
H: -3.063 -2.010 -1.941
H: -2.241 -3.529 -1.640
H: -2.421 -1.254 2.677
H: -3.524 3.528 3.183
H: -1.996 2.198 4.311
H: -3.898 0.726 4.437
H: -2.517 4.391 1.743
H: -2.097 4.844 0.133
H: -4.721 4.095 1.269
H: -4.081 5.406 -1.330
H: -3.781 6.233 0.185
H: -5.483 5.778 -0.200
H: -4.737 3.315 -1.311
H: -1.490 4.185 -1.484
H: -0.292 3.140 -2.137
H: -1.610 2.329 -3.680
H: -3.062 1.003 -3.144
H: -2.175 4.357 -4.252
H: -3.103 4.768 -2.830
H: -3.884 2.831 -4.885
H: -4.843 3.347 -3.705
C: 4.247 -3.678 1.020
C: 4.276 -2.534 2.049
C: 5.525 -2.676 2.925
C: 6.842 -2.329 2.219
C: 6.675 -1.303 1.094
C: 5.417 -0.435 1.237
N: 4.273 -1.277 1.288
O: 3.111 -0.519 1.376
C: 5.274 0.405 -0.034
C: 5.598 0.532 2.431
C: 3.074 -2.707 2.968
H: 3.347 -3.605 0.410
H: 4.246 -4.660 1.505
H: 5.109 -3.640 0.349
H: 5.408 -2.022 3.802
H: 5.587 -3.688 3.332
H: 7.536 -1.933 2.973
H: 7.311 -3.229 1.825
H: 7.571 -0.669 1.036
H: 6.635 -1.840 0.141
H: 5.080 -0.244 -0.900
H: 6.194 0.990 -0.225
H: 4.455 1.117 0.041
H: 6.483 1.168 2.294
H: 5.716 -0.003 3.382
H: 4.736 1.189 2.531
H: 3.131 -3.679 3.466
H: 2.140 -2.676 2.414
H: 3.042 -1.935 3.737
Cl: -6.834 2.068 0.202
Li: 7.633 -0.943 4.435
Li: 7.049 0.791 -1.759
O: -2.001 -5.770 -0.062
H: -2.026 -5.021 0.543
H: -2.905 -5.837 -0.396
Br: -5.751 -6.250 -0.305
C: -5.852 -8.194 -0.351
C: -4.544 -8.823 0.047
Br: -3.236 -8.704 -1.385
H: -6.163 -8.469 -1.353
H: -6.633 -8.458 0.358
H: -4.671 -9.886 0.237
H: -4.100 -8.351 0.917
F: -6.325 6.704 0.933

Summary:
Total energy: -229150.396 eV
Charge: 0
HOMO: -4.34 eV
LUMO: -3.401 eV

Results of the Löwdin charge analysis, in e, for atoms 1 through 8: C 0.027; C -0.547; O 0.102; O -0.029; C -0.100; C -0.065; C -0.088; C -0.118

---

Record 8
Entry from the OMol25 dataset: a single C5H4O2 molecule (ωB97M-V with the def2-TZVPD basis set).

Cartesian coordinates (Å):
O: -0.795 -2.267 -0.996
C: -0.430 -1.332 -0.341
C: -1.105 -0.279 0.482
C: -0.617 0.932 0.105
C: 0.708 0.775 -0.629
C: 0.873 -0.635 0.025
O: 1.406 -0.892 1.082
H: -1.065 -0.547 1.548
H: -0.857 1.849 0.640
H: 1.435 1.487 -0.227
H: 0.742 0.765 -1.720

Summary:
Total energy: -9340.990 eV
Charge: 0
HOMO: -9.13 eV
SMILES: O=C1C=CCC1=O
LUMO: -0.095 eV

Results of the Löwdin charge analysis, in e, for atoms 1 through 8: O 0.145; C -0.311; C 0.002; C -0.036; C -0.053; C -0.338; O 0.081; H 0.156